No. 1
# C2H16NO5

6 unconnected molecules or ions with the total composition C2H16NO5 in a non-equilibrium geometry (wB97M-V/def2-TZVPD, the OMol25 dataset).

Structure (XYZ):
```
24
Properties=species:S:1:pos:R:3:forces:R:3
C 1.6821 -1.9760 -1.0342 -1.0 -0.9 0.5
C -0.6069 -2.4008 -0.5349 -2.5 1.1 0.0
N 0.2382 -1.5584 -0.9536 2.6 -1.7 0.6
H 2.2844 -1.0821 -0.9269 0.3 -0.3 -0.1
H 1.8306 -2.5948 -1.9113 0.1 0.8 -0.9
H 1.8122 -2.7845 -0.2978 0.3 0.9 0.5
H -0.4806 -3.4061 -0.1469 1.0 0.0 -0.5
H -1.6404 -2.0455 -0.5225 0.3 0.0 0.2
H 0.0580 -0.5592 -1.0777 -1.0 -0.2 -0.2
H -1.9866 0.5659 0.3424 0.3 0.2 -0.1
H -2.4802 0.4397 -1.1478 0.3 -0.1 0.6
O -1.8912 0.0456 -0.4792 -0.5 0.1 -0.7
H 1.8325 2.2558 -0.0804 -0.9 -0.3 -0.5
H 2.0277 3.0665 1.0888 -0.7 0.3 0.5
O 1.2858 2.6735 0.6005 1.6 0.2 -0.1
H -0.3523 2.3014 1.2455 -0.2 -0.7 -0.1
H -1.6893 2.4931 1.8970 -0.1 -0.5 0.0
O -1.1551 1.7903 1.4914 0.1 1.2 0.3
H 2.9178 1.8229 -2.0378 -0.3 -0.2 -0.7
H 1.8125 1.2810 -3.0544 0.3 0.5 -0.3
O 2.1590 1.2351 -2.1642 0.1 -0.4 1.1
H -1.2835 -1.7239 2.2213 0.2 -0.3 0.0
H -1.4874 -1.0361 3.5672 -0.2 0.0 -0.4
O -1.7992 -1.0445 2.6470 -0.1 0.2 0.5
```
Forces are in eV/Å.

As for the total charge: +1. For the HOMO-LUMO gap, the calculation gives 9.5 eV. As for the energy above the lowest of the compared OMol25 structures with the same formula, charge and spin: 145.9 kJ/mol. Its energy is -516.477757 hartree.


No. 2
# C33H40MgN6O

A molecular structure, C33H40MgN6O in a non-equilibrium geometry (wB97M-V/def2-TZVPD, the OMol25 dataset).

Structure (XYZ):
```
81
Properties=species:S:1:pos:R:3:forces:R:3
Mg -0.4132 0.3037 0.7025 0.5 1.2 -0.2
N -1.9000 3.4035 -1.3621 1.2 -0.3 0.5
N -1.9290 0.0872 -1.1660 0.4 -1.5 -1.3
C -0.5671 -1.4893 2.1770 -0.5 0.9 0.8
C -1.9625 -1.1772 2.2152 0.8 0.7 0.6
C -2.1105 0.1019 2.8238 0.9 -0.7 -0.3
C -3.3838 0.7909 3.1470 -0.2 0.3 0.0
H -4.2413 0.2909 2.6815 0.1 0.1 0.1
H -3.3679 1.8365 2.8051 -0.1 -0.1 0.1
H -3.5449 0.7999 4.2359 -0.1 0.1 -0.1
C -0.8188 0.6105 3.1250 0.0 -1.5 0.0
C -0.5412 1.8755 3.8418 0.0 0.5 0.1
H -0.8161 1.8058 4.9056 0.0 0.0 -0.1
H -1.1133 2.7027 3.4001 0.2 0.0 0.1
H 0.5240 2.1277 3.7902 -0.2 0.1 0.0
C 0.1424 -0.3901 2.7735 -1.3 -0.2 0.4
C 1.5628 -0.4349 3.1887 0.6 -0.1 -0.1
H 1.9272 0.5597 3.4692 0.1 -0.2 -0.1
H 2.1959 -0.8328 2.3849 0.0 0.2 0.2
H 1.6902 -1.0879 4.0665 0.0 0.0 0.0
C -3.0600 -2.1145 1.8717 -0.3 -0.3 -0.3
H -3.3212 -2.7328 2.7467 -0.1 0.0 -0.2
H -2.7710 -2.7895 1.0542 -0.1 0.1 0.1
H -3.9667 -1.5841 1.5509 0.1 -0.1 0.0
C 0.0436 -2.8088 1.8882 0.4 -0.3 -0.3
H 0.7182 -2.7648 1.0203 -0.1 -0.2 0.1
H -0.7186 -3.5682 1.6872 0.1 0.0 0.0
H 0.6521 -3.1452 2.7413 -0.1 -0.1 -0.1
C -2.1709 4.6953 -1.2162 -1.4 -0.3 0.6
H -1.4355 5.4272 -1.5828 -0.4 -0.4 -0.1
C -3.3514 5.1301 -0.5712 0.4 0.0 -0.5
H -3.5060 6.1969 -0.4419 -0.2 -0.1 0.0
C -4.2963 4.1620 -0.1867 0.5 0.2 0.2
H -5.2890 4.4421 0.1689 0.2 0.1 0.0
C -3.9074 2.8332 -0.1998 0.3 0.9 0.0
H -4.5672 2.0415 0.1370 0.0 0.1 0.0
C -2.5950 2.4977 -0.6446 -0.9 -0.8 -0.2
C -2.1417 1.1500 -0.2314 -1.5 0.8 0.2
H -2.8268 0.7993 0.5574 -0.1 0.0 -0.6
C -0.6450 -0.3174 -1.4549 -1.3 -0.3 0.6
C -2.8443 -0.8594 -1.6673 0.5 1.1 0.2
H -3.9019 -0.7188 -1.5693 -0.2 -0.1 0.1
C -2.1208 -1.7906 -2.3167 0.4 0.1 -0.4
H -2.4383 -2.6619 -2.8540 0.0 -0.1 -0.1
N -0.7761 -1.4213 -2.2264 -0.8 0.0 0.7
C 0.3867 -2.0943 -2.6986 -0.9 0.9 -0.5
C 0.6383 -3.4084 -2.2666 1.5 -1.3 0.5
C 1.9331 -3.9114 -2.4531 -1.0 0.3 0.3
H 2.1712 -4.9263 -2.1249 -0.1 0.1 0.0
C 2.9456 -3.1272 -3.0055 0.6 -1.2 -0.4
C 4.3526 -3.6374 -3.0805 -0.3 0.0 0.0
H 4.9299 -3.3554 -2.1881 0.3 0.0 0.1
H 4.8719 -3.2206 -3.9491 0.1 -0.1 0.0
H 4.3610 -4.7274 -3.1540 0.2 0.0 0.0
C 2.6647 -1.8188 -3.4153 -1.0 1.4 0.0
H 3.4538 -1.2207 -3.8840 -0.2 0.0 0.2
C 1.4018 -1.2605 -3.2078 1.5 -0.5 -0.6
C 1.1452 0.1740 -3.5410 0.2 0.8 -0.2
H 0.5322 0.2956 -4.4475 -0.1 -0.1 0.1
H 2.0889 0.7088 -3.7115 -0.1 -0.2 0.0
H 0.6281 0.6944 -2.7149 0.4 -0.2 -0.5
C -0.4013 -4.2130 -1.5568 0.2 -0.3 0.3
H -1.2956 -4.3927 -2.1671 -0.1 0.0 0.0
H -0.7146 -3.7360 -0.6152 -0.1 -0.1 -0.4
H 0.0219 -5.1879 -1.2850 -0.1 0.1 0.0
C 2.5292 4.3324 0.9546 0.0 -0.7 -0.2
N 2.5597 2.9217 0.5536 -1.7 1.5 0.8
C 3.7511 2.3896 0.1387 2.1 1.3 -0.1
C 3.8452 1.0745 -0.2201 -0.8 -1.9 -0.2
C 2.6942 0.2814 -0.0959 2.4 0.7 -0.6
N 1.5390 0.8153 0.2934 -1.0 1.2 0.7
C 1.4282 2.1526 0.5528 -0.9 -0.5 0.1
O 0.2871 2.6162 0.8141 1.3 -0.2 0.2
N 2.7408 -1.0701 -0.3042 -0.4 -1.3 0.2
H 2.8649 4.9530 0.1154 0.0 0.0 0.0
H 3.2234 4.4967 1.7920 0.0 -0.1 -0.1
H 1.5311 4.6497 1.2610 0.1 -0.4 -0.2
H 4.5744 3.0955 0.1274 0.0 -0.2 -0.1
H 4.7653 0.6255 -0.5765 0.0 0.2 0.1
H 3.5720 -1.4280 -0.7640 -0.5 0.2 0.0
H 1.8829 -1.5230 -0.6419 0.6 0.4 0.0
```
Forces are in eV/Å.

As for the total charge: -2. For the HOMO-LUMO gap (alpha / beta), the calculation gives 3.5 / 2.4 eV. Its energy is -1885.280294 hartree.


No. 3
# C28H46BN16O2

13 unconnected molecules or ions with the total composition C28H46BN16O2 (wB97M-V/def2-TZVPD, the OMol25 dataset).

Structure (XYZ):
```
93
Properties=species:S:1:pos:R:3:forces:R:3
C -0.5735 0.1217 0.7761 0.1 0.2 0.2
N -0.9726 -1.2705 0.8681 0.1 -0.2 -0.1
C -1.2758 -2.0422 -0.1563 0.0 0.3 -0.1
N -1.6007 -3.3493 -0.0917 0.1 -0.1 0.1
C -1.7859 -3.7085 -1.3492 -0.2 -0.1 -0.2
N -1.6335 -2.7180 -2.2083 0.1 0.2 0.2
C -1.7349 -2.6575 -3.6605 0.2 0.2 0.0
B -0.3377 -2.3905 -4.3994 0.0 0.3 -0.1
O 0.7193 -1.8927 -3.6574 -0.3 -0.4 0.3
O -0.3423 -2.5844 -5.7235 0.1 -0.5 0.3
N -1.3017 -1.6309 -1.4424 -0.1 -0.1 -0.1
H -1.3189 0.7456 1.2560 0.0 0.1 0.0
H -0.4617 0.4548 -0.2499 -0.1 -0.1 -0.1
H 0.3879 0.2591 1.2663 0.0 0.0 0.1
H -1.0119 -1.6831 1.7890 -0.1 0.1 0.0
H -2.0375 -4.7007 -1.6867 -0.1 -0.1 0.0
H -2.1262 -3.6216 -3.9783 -0.1 0.0 0.0
H -2.4777 -1.9003 -3.9223 -0.1 -0.1 0.0
H 1.4903 -2.4508 -3.5352 0.2 0.1 -0.2
H 0.5325 -2.5990 -6.1549 -0.1 0.3 -0.3
H -1.1163 -0.7286 -1.8502 0.0 0.0 0.0
C -4.2479 1.1428 -2.9505 0.0 -0.1 -0.1
C -3.3107 1.4699 -1.8856 0.0 0.1 0.1
N -2.5836 1.7250 -1.0329 0.0 -0.2 -0.2
H -4.1731 0.0799 -3.1808 -0.1 0.0 0.0
H -5.2659 1.3494 -2.6262 0.0 0.0 0.0
H -4.0282 1.7291 -3.8406 0.0 0.0 0.0
C -0.2789 1.1085 5.4921 -0.1 0.0 -0.1
C -0.9227 0.3583 4.4255 -0.2 -0.2 0.1
N -1.4785 -0.2605 3.6324 0.2 0.0 0.0
H -1.0320 1.6711 6.0390 0.0 0.0 0.0
H 0.2071 0.4244 6.1844 0.0 0.0 0.0
H 0.4686 1.7883 5.0909 0.0 0.0 0.0
C 1.1991 -0.0141 -9.0377 0.0 0.1 0.1
C 1.4808 -1.2209 -8.2780 0.1 -0.1 0.0
N 1.7070 -2.1733 -7.6776 -0.1 0.1 0.1
H 1.9930 0.1715 -9.7610 -0.1 0.0 0.0
H 0.2430 -0.1162 -9.5477 0.0 0.0 0.0
H 1.1436 0.8348 -8.3564 0.0 0.0 0.0
C -4.0023 -2.2929 2.4506 0.1 0.1 0.0
C -4.7073 -2.6674 3.6684 -0.1 -0.1 0.1
N -5.2730 -2.9715 4.6194 0.0 0.0 -0.1
H -4.7196 -2.0297 1.6737 0.0 0.0 0.0
H -3.3638 -1.4321 2.6486 0.0 0.0 0.0
H -3.3843 -3.1206 2.1018 0.0 0.0 0.0
C -1.1123 4.7977 8.3574 0.0 0.1 0.0
C -0.7529 3.3867 8.3818 0.0 -0.1 0.1
N -0.4692 2.2734 8.4009 0.0 0.1 0.0
H -0.5019 5.3184 7.6217 0.0 0.0 0.0
H -2.1635 4.9123 8.0990 0.0 0.0 0.0
H -0.9245 5.2468 9.3308 0.0 0.0 0.0
C 2.9962 -1.0556 -13.3412 0.0 0.0 0.0
C 3.1258 -0.0044 -12.3411 0.1 0.1 0.0
N 3.2445 0.8365 -11.5680 0.0 -0.1 0.0
H 3.9781 -1.3085 -13.7365 0.0 0.0 0.0
H 2.5543 -1.9437 -12.8932 0.0 0.0 0.0
H 2.3617 -0.7126 -14.1562 0.0 0.0 0.0
C 3.9854 2.5214 -7.3662 0.0 -0.1 0.0
C 2.9096 3.5021 -7.3030 0.0 0.1 0.0
N 2.0631 4.2749 -7.2415 0.0 -0.1 0.0
H 3.6716 1.6160 -6.8480 0.1 0.0 0.0
H 4.2104 2.2792 -8.4040 0.0 0.0 0.0
H 4.8821 2.9092 -6.8874 0.0 0.0 0.0
C -1.6912 -5.7780 2.3889 0.0 0.0 0.0
C -1.5808 -7.2229 2.5441 0.0 -0.1 0.1
N -1.4929 -8.3604 2.6663 0.0 0.1 -0.1
H -1.2997 -5.4753 1.4209 0.0 0.0 0.0
H -2.7372 -5.4817 2.4592 0.0 0.0 0.0
H -1.1294 -5.2738 3.1739 0.0 0.0 0.0
C 3.0579 4.4303 10.0993 0.0 -0.1 0.0
C 2.0462 5.4757 10.1659 -0.1 0.1 0.1
N 1.2469 6.2980 10.2299 0.0 -0.1 -0.1
H 2.6064 3.4709 10.3481 0.0 0.0 0.0
H 3.4818 4.3861 9.1000 0.0 0.0 0.0
H 3.8599 4.6474 10.8018 0.0 0.0 0.0
C -5.9360 -3.9210 -0.5176 -0.1 0.0 0.0
C -5.6236 -3.0709 -1.6591 0.0 0.1 -0.2
N -5.3795 -2.4133 -2.5693 0.2 0.0 0.2
H -6.5631 -4.7518 -0.8361 0.0 0.0 0.0
H -5.0141 -4.3093 -0.0866 0.0 0.0 0.0
H -6.4726 -3.3530 0.2406 0.0 0.0 0.0
C 3.9235 2.6708 2.7577 0.0 0.0 0.0
C 3.3887 2.2270 4.0389 0.0 0.0 0.1
N 2.9807 1.8908 5.0588 0.0 0.0 -0.2
H 3.9732 1.8325 2.0655 0.0 0.0 0.0
H 3.2862 3.4475 2.3387 0.0 0.0 0.0
H 4.9261 3.0731 2.8931 0.0 0.0 0.0
C 5.8920 3.2673 6.4616 0.1 -0.1 0.0
C 5.9138 4.2050 7.5759 0.0 0.1 0.1
N 5.9286 4.9423 8.4557 0.0 -0.1 -0.1
H 6.9122 3.0189 6.1732 0.0 0.0 0.0
H 5.3692 2.3574 6.7500 0.0 0.0 0.0
H 5.3763 3.7144 5.6146 0.0 0.0 0.0
```
Forces are in eV/Å.

As for the total charge: +1. For the HOMO-LUMO gap, the calculation gives 10.0 eV. As for the energy above the lowest of the compared OMol25 structures with the same formula, charge and spin: 0.0 kJ/mol. Its energy is -2145.750079 hartree.